14
Properties=species:S:1:pos:R:3:mulliken_charge:R:1 method="wB97M-V/def2-TZVPD" homo_lumo_gap_ev="7.3 / 5.7" spin_multiplicity=5 e_tot_ev=-58794.0633
S -2.70 1.78 1.11 0.334
O 0.17 -1.19 2.20 -0.657
O -0.38 -1.62 -0.22 -0.791
Rh -1.49 0.00 -0.74 0.923
S 0.50 -0.81 0.75 1.330
N 0.45 0.66 0.60 -0.882
O -1.47 1.67 -1.78 -0.837
O -3.03 0.29 0.52 -0.563
Na 0.65 2.07 -1.19 1.002
F 3.13 -0.78 0.85 -0.214
C 2.18 -1.31 0.09 0.654
F 2.33 -2.63 0.04 -0.207
S -2.62 2.66 -1.08 0.154
F 2.29 -0.79 -1.14 -0.246